C11H61ClNO28S3 as an isolated structure at a distorted geometry, computed with ωB97M-V/def2-TZVPD.

Output
**HOMO level**: -6.0781 eV
**Kohn-Sham gap**: 7.611 eV

Structure (ORCA input):
```
! RIJCOSX wB97M-V def2-TZVPD def2/J DEFGRID3
* xyz -1 1
C 5.428 -0.841 2.045
C 5.839 -1.850 1.027
O 6.930 -2.385 1.027
O 4.892 -2.208 0.122
C 5.166 -1.755 -1.239
C 4.663 -0.337 -1.447
C 3.135 -0.246 -1.497
C 2.644 1.199 -1.682
C 1.265 1.466 -1.055
S 0.074 2.083 -2.237
O 0.328 1.477 -3.528
O 0.224 3.533 -2.178
N -1.292 1.532 -1.600
S -2.593 2.428 -1.633
O -2.711 3.325 -0.488
O -2.904 3.065 -2.903
C -3.837 1.173 -1.395
C -4.127 0.937 0.082
C -4.908 -0.349 0.427
C -6.074 -0.660 -0.522
S -6.421 -2.400 -0.610
O -7.290 -2.640 -1.726
O -5.206 -3.154 -0.536
Cl -7.452 -2.780 1.120
H 5.078 -1.403 2.920
H 4.605 -0.209 1.700
H 6.296 -0.235 2.324
H 4.590 -2.430 -1.883
H 6.236 -1.856 -1.438
H 5.058 0.334 -0.669
H 5.057 0.009 -2.415
H 2.698 -0.687 -0.590
H 2.781 -0.863 -2.338
H 3.352 1.899 -1.235
H 2.627 1.429 -2.755
H 1.345 2.304 -0.357
H 0.856 0.611 -0.512
H -4.716 1.586 -1.911
H -3.557 0.251 -1.915
H -4.630 1.808 0.514
H -3.159 0.871 0.598
H -4.227 -1.200 0.518
H -5.342 -0.185 1.422
H -5.900 -0.419 -1.577
H -6.964 -0.141 -0.161
O -7.308 -5.981 2.249
H -6.663 -5.846 2.954
H -7.399 -5.096 1.877
O 6.961 -5.346 0.976
H 7.180 -5.434 1.910
H 7.023 -4.391 0.820
O 2.934 4.033 -0.718
H 2.095 4.148 -1.198
H 3.316 4.914 -0.664
O -7.458 1.671 0.952
H -8.395 1.787 0.769
H -7.108 2.571 0.883
O 4.316 -6.279 2.373
H 4.667 -6.811 3.094
H 5.093 -5.910 1.929
O -7.122 -3.900 -4.490
H -6.952 -3.898 -3.541
H -6.312 -3.527 -4.864
O 5.677 5.095 -0.034
H 6.528 4.936 -0.459
H 5.714 4.583 0.781
O 3.791 -2.760 4.436
H 3.218 -2.223 4.992
H 3.198 -3.390 4.009
O -3.849 6.005 -1.314
H -4.097 6.267 -2.206
H -3.512 5.101 -1.425
O 2.496 -4.122 -0.280
H 2.357 -5.048 -0.056
H 3.273 -3.857 0.227
O 3.112 1.415 1.519
H 3.235 1.349 2.473
H 2.987 2.360 1.365
O -7.728 4.452 0.596
H -8.298 5.025 1.118
H -7.207 5.066 0.061
O -4.474 -3.529 -5.867
H -4.515 -3.973 -6.720
H -3.719 -2.934 -5.923
O -5.953 -4.160 4.116
H -6.479 -3.526 4.615
H -5.500 -3.622 3.450
O 1.281 2.165 3.515
H 0.692 2.694 4.062
H 0.711 1.568 3.019
O 7.560 -1.584 -3.420
H 7.371 -1.338 -4.331
H 7.945 -2.465 -3.475
O 6.345 6.210 -2.979
H 6.809 7.042 -2.840
H 5.933 6.018 -2.129
O -3.516 -2.371 3.016
H -2.936 -2.601 2.281
H -3.107 -2.782 3.785
O -5.559 6.419 0.847
H -4.903 6.277 0.145
H -5.224 5.907 1.590
O 7.555 0.705 3.981
H 8.441 0.733 3.605
H 7.626 0.104 4.729
*
```